[1]
DFT (the ωB97M-V functional and the def2-TZVPD basis) results for C8H12N2O2S2 in the gas phase at a distorted geometry.

Geometry as XYZ:
```
26
Properties=species:S:1:pos:R:3:lowdin_charge:R:1
C 5.360 0.733 -0.425 -0.13
O 5.032 0.244 0.848 -0.19
C 4.142 -0.850 0.850 -0.29
C 2.663 -0.447 0.876 -0.42
S 2.066 0.117 -0.761 0.88
C 0.350 0.209 -0.446 -0.90
C -0.403 1.307 -0.160 -0.23
N -1.752 1.129 0.027 0.05
C -2.054 -0.124 -0.139 -0.61
N -3.324 -0.669 -0.029 0.09
C -4.556 -0.059 0.251 -0.48
C -4.602 1.433 0.477 -0.01
O -5.531 -0.774 0.294 0.07
S -0.716 -1.180 -0.517 1.04
H 5.725 -0.074 -1.114 0.10
H 6.184 1.447 -0.288 0.09
H 4.519 1.245 -0.914 0.05
H 4.335 -1.377 1.763 0.12
H 4.341 -1.526 0.026 0.11
H 2.515 0.343 1.615 0.09
H 2.051 -1.309 1.163 0.08
H -0.004 2.311 -0.049 0.12
H -3.371 -1.658 -0.123 0.12
H -5.610 1.695 0.668 0.07
H -3.946 1.724 1.306 0.08
H -4.206 1.992 -0.423 0.10
```

Calculated values
- LUMO: 0.018 Ha
- Relative energy (zero: lowest compared OMol25 entry of this formula, charge and spin): 0.0 kJ/mol
- Strongest force on any atom: 1.802 eV/Å
- SMILES string: COCCSc1cnc(NC(C)=O)s1
- HOMO level: -8.8 eV


[2]
DFT (the ωB97M-V functional and the def2-TZVPD basis) results for 6 unconnected molecules or ions with the total composition C14H41NO6 at a distorted geometry.

Geometry as XYZ:
```
62
Properties=species:S:1:pos:R:3:lowdin_charge:R:1
C 1.166 -9.338 -5.360 -0.07
O 1.050 -7.886 -5.551 -0.18
C -0.292 -7.509 -5.539 -0.25
C -0.756 -6.864 -4.201 -0.48
C -0.349 -7.712 -2.937 -0.03
N -2.073 -6.434 -4.311 0.03
H 2.208 -9.588 -5.561 0.09
H 0.627 -9.797 -6.188 0.08
H 0.827 -9.677 -4.381 0.07
H -0.525 -6.861 -6.384 0.12
H -0.928 -8.369 -5.748 0.11
H -0.137 -5.971 -4.109 0.13
H 0.722 -7.912 -2.890 0.08
H -0.852 -8.645 -3.192 0.06
H -0.822 -7.265 -2.063 0.08
H -2.571 -7.312 -4.311 0.08
H -2.296 -5.881 -5.127 0.08
C 0.053 2.652 -7.463 -0.08
C 0.061 1.804 -6.194 -0.36
O -0.600 2.462 -5.158 -0.07
H 0.639 2.207 -8.267 0.07
H 0.570 3.596 -7.294 0.07
H -1.017 2.779 -7.624 0.08
H 1.064 1.428 -5.989 0.10
H -0.545 0.914 -6.365 0.11
H -1.107 1.800 -4.682 0.08
C 3.286 -0.884 6.875 -0.07
C 3.848 -1.570 8.173 -0.27
O 4.824 -0.758 8.904 -0.10
H 3.720 -1.388 6.011 0.06
H 3.290 0.194 6.718 0.07
H 2.239 -1.177 6.797 0.06
H 4.209 -2.588 8.026 0.10
H 3.055 -1.714 8.907 0.09
H 5.291 -1.377 9.471 0.07
C 0.681 8.363 -1.548 -0.08
C 1.747 7.262 -1.245 -0.33
O 2.229 6.627 -2.389 -0.08
H 0.176 8.687 -0.638 0.06
H -0.088 7.933 -2.190 0.07
H 1.122 9.278 -1.942 0.07
H 1.432 6.477 -0.558 0.10
H 2.619 7.743 -0.801 0.11
H 1.523 6.089 -2.754 0.08
C -1.443 1.150 0.994 -0.11
C -2.107 -0.122 0.655 -0.32
O -2.405 -0.279 -0.778 -0.08
H -0.496 1.159 0.454 0.08
H -1.154 1.292 2.036 0.08
H -2.052 2.019 0.746 0.08
H -3.054 -0.117 1.194 0.10
H -1.574 -0.946 1.131 0.11
H -3.090 -0.950 -0.828 0.07
C -2.280 5.160 7.712 -0.09
C -2.767 6.315 8.578 -0.31
O -1.729 6.900 9.394 -0.09
H -3.058 4.539 7.267 0.07
H -1.436 4.545 8.022 0.08
H -1.965 5.727 6.836 0.06
H -3.487 5.957 9.313 0.10
H -3.294 7.097 8.030 0.11
H -1.931 6.733 10.317 0.07
```

Calculated values
- LUMO: 0.022 Ha
- Relative energy (zero: lowest compared OMol25 entry of this formula, charge and spin): 207.2 kJ/mol
- Strongest force on any atom: 4.545 eV/Å
- SMILES string: COC[C@H](C)N.CCO.CCO.CCO.CCO.CCO
- HOMO level: -9.0 eV


Please write out number 2 again, unchanged.
DFT (the ωB97M-V functional and the def2-TZVPD basis) results for 6 unconnected molecules or ions with the total composition C14H41NO6 at a distorted geometry.

Geometry as XYZ:
```
62
Properties=species:S:1:pos:R:3:lowdin_charge:R:1
C 1.166 -9.338 -5.360 -0.07
O 1.050 -7.886 -5.551 -0.18
C -0.292 -7.509 -5.539 -0.25
C -0.756 -6.864 -4.201 -0.48
C -0.349 -7.712 -2.937 -0.03
N -2.073 -6.434 -4.311 0.03
H 2.208 -9.588 -5.561 0.09
H 0.627 -9.797 -6.188 0.08
H 0.827 -9.677 -4.381 0.07
H -0.525 -6.861 -6.384 0.12
H -0.928 -8.369 -5.748 0.11
H -0.137 -5.971 -4.109 0.13
H 0.722 -7.912 -2.890 0.08
H -0.852 -8.645 -3.192 0.06
H -0.822 -7.265 -2.063 0.08
H -2.571 -7.312 -4.311 0.08
H -2.296 -5.881 -5.127 0.08
C 0.053 2.652 -7.463 -0.08
C 0.061 1.804 -6.194 -0.36
O -0.600 2.462 -5.158 -0.07
H 0.639 2.207 -8.267 0.07
H 0.570 3.596 -7.294 0.07
H -1.017 2.779 -7.624 0.08
H 1.064 1.428 -5.989 0.10
H -0.545 0.914 -6.365 0.11
H -1.107 1.800 -4.682 0.08
C 3.286 -0.884 6.875 -0.07
C 3.848 -1.570 8.173 -0.27
O 4.824 -0.758 8.904 -0.10
H 3.720 -1.388 6.011 0.06
H 3.290 0.194 6.718 0.07
H 2.239 -1.177 6.797 0.06
H 4.209 -2.588 8.026 0.10
H 3.055 -1.714 8.907 0.09
H 5.291 -1.377 9.471 0.07
C 0.681 8.363 -1.548 -0.08
C 1.747 7.262 -1.245 -0.33
O 2.229 6.627 -2.389 -0.08
H 0.176 8.687 -0.638 0.06
H -0.088 7.933 -2.190 0.07
H 1.122 9.278 -1.942 0.07
H 1.432 6.477 -0.558 0.10
H 2.619 7.743 -0.801 0.11
H 1.523 6.089 -2.754 0.08
C -1.443 1.150 0.994 -0.11
C -2.107 -0.122 0.655 -0.32
O -2.405 -0.279 -0.778 -0.08
H -0.496 1.159 0.454 0.08
H -1.154 1.292 2.036 0.08
H -2.052 2.019 0.746 0.08
H -3.054 -0.117 1.194 0.10
H -1.574 -0.946 1.131 0.11
H -3.090 -0.950 -0.828 0.07
C -2.280 5.160 7.712 -0.09
C -2.767 6.315 8.578 -0.31
O -1.729 6.900 9.394 -0.09
H -3.058 4.539 7.267 0.07
H -1.436 4.545 8.022 0.08
H -1.965 5.727 6.836 0.06
H -3.487 5.957 9.313 0.10
H -3.294 7.097 8.030 0.11
H -1.931 6.733 10.317 0.07
```

Calculated values
- LUMO: 0.022 Ha
- Relative energy (zero: lowest compared OMol25 entry of this formula, charge and spin): 207.2 kJ/mol
- Strongest force on any atom: 4.545 eV/Å
- SMILES string: COC[C@H](C)N.CCO.CCO.CCO.CCO.CCO
- HOMO level: -9.0 eV


> Among the records above, which one has the highest strongest force on any atom?

C14H41NO6


> The lowest HOMO level belongs to which entry?

C14H41NO6


> Which formula does entry 1 have?

C8H12N2O2S2